Entry 1:
Entry from the Open Molecules 2025 dataset: a molecular structure, C21H37ClI3N2O8S2 (ωB97M-V/def2-TZVPD).

Cartesian coordinates (Å):
C1 1.172 1.161 3.623
C2 2.266 0.709 2.687
O1 2.741 -0.408 2.721
O2 2.686 1.674 1.838
C3 3.426 1.165 0.709
C4 3.166 2.107 -0.467
C5 1.898 1.705 -1.248
C6 0.650 2.458 -0.900
C7 0.644 3.650 -0.189
N1 -0.503 4.243 0.044
C8 -0.523 5.518 0.827
I1 0.714 5.362 2.598
C9 -0.284 6.743 -0.080
C10 1.039 6.747 -0.866
I2 -0.254 8.510 1.205
N2 -1.691 3.860 -0.341
C11 -1.764 2.734 -1.008
C12 -3.107 2.265 -1.455
C13 -3.892 1.571 -0.319
C14 -3.040 0.720 0.614
I3 -4.877 3.096 0.868
C15 -0.582 2.022 -1.293
Cl1 -0.678 0.553 -2.175
H1 1.386 2.201 3.882
H2 1.192 0.578 4.536
H3 0.199 1.120 3.138
H4 3.125 0.164 0.414
H5 4.493 1.174 0.923
H6 4.006 1.966 -1.148
H7 3.204 3.151 -0.163
H8 1.683 0.651 -1.068
H9 2.082 1.794 -2.321
H10 1.590 4.041 0.135
H11 -1.519 5.626 1.240
H12 -1.125 6.939 -0.737
H13 0.813 6.473 -1.900
H14 1.802 6.082 -0.469
H15 1.460 7.745 -0.917
H16 -3.685 3.114 -1.817
H17 -3.018 1.584 -2.296
H18 -4.686 0.961 -0.736
H19 -2.232 1.275 1.094
H20 -3.687 0.394 1.426
H21 -2.667 -0.171 0.108
O3 -6.406 -3.337 -1.145
S1 -5.273 -3.293 -0.278
O4 -4.266 -2.284 -0.445
O5 -4.579 -4.721 -0.257
C16 -4.168 -5.300 -1.515
C17 -2.933 -4.634 -2.089
C18 -5.810 -3.282 1.398
H22 -4.998 -5.274 -2.223
H23 -3.956 -6.345 -1.304
H24 -3.131 -3.599 -2.363
H25 -2.601 -5.162 -2.983
H26 -2.125 -4.629 -1.356
H27 -6.553 -4.063 1.536
H28 -6.247 -2.305 1.589
H29 -4.950 -3.440 2.044
O6 4.804 -2.227 -0.440
S2 4.733 -3.324 0.485
O7 5.899 -4.082 0.808
O8 3.583 -4.318 0.006
C19 3.661 -4.850 -1.333
C20 4.734 -5.911 -1.477
C21 3.965 -2.778 1.968
H30 3.808 -4.037 -2.047
H31 2.685 -5.287 -1.536
H32 5.728 -5.492 -1.335
H33 4.695 -6.356 -2.472
H34 4.601 -6.694 -0.731
H35 3.074 -2.231 1.711
H36 4.672 -2.132 2.480
H37 3.734 -3.642 2.586

Its net charge is +1. Its spin multiplicity is 1. The value obtained for the orbital gap is 7.415 eV. For the HOMO energy, the calculation gives -0.440 Eh.

---

Entry 2:
Entry from the Open Molecules 2025 dataset: 3 unconnected molecules or ions with the total composition C21H37ClNO7PS3Si (ωB97M-V/def2-TZVPD).

Cartesian coordinates (Å):
C1 6.986 3.850 0.819
C2 6.379 2.481 0.233
O1 6.566 1.426 0.897
O2 5.608 2.472 -0.986
C3 4.195 2.643 -0.625
C4 3.210 2.362 -1.876
C5 3.085 0.786 -2.244
Si1 1.837 -0.164 -1.143
Cl1 0.296 -0.909 -2.456
C6 1.136 0.919 0.280
C7 0.133 0.130 1.280
C8 -1.217 -0.367 0.565
S1 -2.599 -0.293 1.835
C9 -3.351 1.408 1.768
S2 -4.653 1.682 2.782
N1 -2.757 2.371 0.815
C10 -2.185 3.480 1.635
C11 -1.577 4.689 0.769
O3 -2.047 4.770 -0.594
C12 -3.424 4.359 -0.732
C13 -3.757 2.892 -0.162
P1 2.899 -1.893 -0.181
S3 4.858 -1.684 -0.229
H1 6.566 4.011 1.876
H2 8.127 3.784 0.943
H3 6.743 4.768 0.188
H4 3.989 1.901 0.220
H5 3.951 3.703 -0.258
H6 2.163 2.801 -1.680
H7 3.629 2.892 -2.813
H8 2.760 0.738 -3.349
H9 4.159 0.362 -2.192
H10 0.654 1.899 -0.086
H11 2.036 1.237 0.929
H12 0.727 -0.718 1.763
H13 -0.155 0.870 2.098
H14 -1.440 0.248 -0.372
H15 -1.116 -1.472 0.249
H16 -1.307 3.020 2.235
H17 -2.904 3.901 2.429
H18 -0.436 4.508 0.709
H19 -1.718 5.656 1.376
H20 -4.182 5.098 -0.274
H21 -3.669 4.333 -1.860
H22 -4.831 2.910 0.229
H23 -3.733 2.178 -1.070
H24 2.465 -2.094 1.173
H25 2.542 -3.032 -1.000
O4 1.537 -3.607 -2.433
C14 2.012 -4.263 -3.328
O5 3.265 -4.786 -3.302
C15 3.546 -5.410 -4.560
C16 2.195 -5.714 -5.163
C17 1.340 -4.582 -4.635
H26 4.128 -4.713 -5.172
H27 4.135 -6.314 -4.399
H28 2.214 -5.778 -6.252
H29 1.822 -6.667 -4.776
H30 1.384 -3.702 -5.282
H31 0.308 -4.895 -4.480
O6 -6.656 -4.644 5.589
C18 -6.273 -3.737 4.896
O7 -5.227 -3.830 4.030
C19 -4.974 -2.544 3.451
C20 -6.269 -1.779 3.599
C21 -6.834 -2.341 4.886
H32 -4.149 -2.073 3.994
H33 -4.688 -2.662 2.405
H34 -6.130 -0.698 3.616
H35 -6.939 -2.021 2.768
H36 -6.465 -1.803 5.763
H37 -7.924 -2.356 4.874

Its net charge is 0. Its spin multiplicity is 1. Its SMILES is CC(=O)OCCC[Si@](Cl)(CCCSC(=S)N1CCOCC1)[PH2]=S.O=C1CCCO1.O=C1CCCO1. The value obtained for the orbital gap is 7.112 eV. For the HOMO energy, the calculation gives -0.288 Eh.

---

Entry 3:
Entry from the Open Molecules 2025 dataset: a molecular structure, C21H37CrN7OPS2 (ωB97M-V/def2-TZVPD).

Cartesian coordinates (Å):
Cr1 -0.518 0.157 0.146
C1 -2.095 0.399 -4.230
C2 -1.264 0.513 -2.984
S1 -2.104 0.078 -1.518
C3 0.009 0.943 -2.967
C4 0.765 1.339 -4.198
S2 0.879 1.146 -1.442
H1 -3.060 -0.028 -3.966
H2 -1.619 -0.243 -4.970
H3 -2.259 1.377 -4.681
H4 0.079 1.713 -4.953
H5 1.305 0.485 -4.614
H6 1.486 2.117 -3.957
C5 5.111 1.035 -0.259
N1 5.075 -0.248 -1.073
C6 5.657 -1.356 -0.212
N2 4.968 -1.469 1.015
C7 5.018 -0.215 1.743
N3 4.436 0.866 0.970
C8 2.998 0.748 0.835
P1 2.412 -0.788 -0.088
C9 3.688 -0.565 -1.490
C10 3.600 -1.940 0.864
H7 4.634 1.823 -0.849
H8 6.163 1.281 -0.079
H9 5.656 -0.130 -1.906
H10 6.708 -1.113 -0.025
H11 5.597 -2.293 -0.773
H12 6.061 0.027 1.969
H13 4.466 -0.323 2.678
H14 2.621 1.631 0.313
H15 2.576 0.730 1.840
H16 3.312 0.241 -2.125
H17 3.706 -1.484 -2.081
H18 3.619 -2.905 0.348
H19 3.190 -2.113 1.860
N4 -5.786 -0.026 3.204
C11 -4.569 -0.041 2.603
C12 -4.019 1.127 2.049
C13 -2.784 1.081 1.460
N5 -2.040 -0.034 1.370
C14 -2.546 -1.143 1.928
C15 -3.769 -1.192 2.554
H20 -6.385 0.766 3.041
H21 -6.237 -0.901 3.408
H22 -4.572 2.053 2.076
H23 -2.364 1.965 0.993
H24 -1.931 -2.029 1.832
H25 -4.116 -2.118 2.984
C16 0.250 1.579 3.232
N6 0.583 0.262 3.732
C17 0.483 0.102 5.169
C18 1.330 -1.081 5.605
C19 0.867 -2.311 4.843
N7 0.884 -2.050 3.421
C20 0.734 -3.216 2.576
C21 0.650 -0.812 2.896
O1 0.620 -0.674 1.644
H26 0.999 2.299 3.568
H27 -0.727 1.890 3.612
H28 0.226 1.577 2.133
H29 -0.566 -0.037 5.464
H30 0.848 1.021 5.631
H31 1.238 -1.237 6.678
H32 2.378 -0.881 5.372
H33 -0.141 -2.607 5.163
H34 1.540 -3.149 5.039
H35 1.590 -3.882 2.702
H36 0.678 -2.900 1.536
H37 -0.175 -3.764 2.842

Its net charge is +1. Its spin multiplicity is 5. The value obtained for the orbital gap (spin up / spin down) is 5.810 / 6.036 eV. For the HOMO energy (spin up / spin down), the calculation gives -0.292 / -0.300 Eh.

---

no.,strongest force on any atom (eV/Å),calculated total energy (Eh)
1,2.10,-3683.18979
2,5.32,-3689.33846
3,2.04,-3462.96610